Record 1
Density functional theory data (wB97M-V/def2-TZVPD) for a 2-piece molecular cluster, H2N2O3 overall.

XYZ file:
```
7
Properties=species:S:1:pos:R:3
N -0.879 0.002 0.455
N 0.324 -0.147 -1.049
O -0.115 -0.398 -2.086
O 1.398 0.135 -0.608
O -0.019 0.282 1.443
H -1.163 -0.958 0.567
H 0.453 1.084 1.278
```

Its charge is 0. For the orbital gap (alpha / beta), the calculation gives 9.68 / 9.68 eV.

Record 2
Density functional theory data (wB97M-V/def2-TZVPD) for one molecule with the formula H2N2O3.

XYZ file:
```
7
Properties=species:S:1:pos:R:3
N 0.406 -0.471 0.257
N -0.828 -0.014 0.046
O -1.705 -0.861 -0.043
O -0.980 1.235 -0.056
O 1.541 0.367 0.117
H 0.482 -1.509 -0.127
H 1.084 1.253 -0.194
```

Its charge is 0. For the orbital gap, the calculation gives 10.78 eV.

Record 3
Density functional theory data (wB97M-V/def2-TZVPD) for H2N2O3S as an isolated structure.

XYZ file:
```
8
Properties=species:S:1:pos:R:3
N 0.106 -0.114 -1.232
N -0.474 -0.595 -0.200
O -1.720 -1.176 -0.304
O -0.457 1.099 2.150
O 1.499 0.607 0.879
S 0.419 0.059 1.719
H -0.403 -0.235 -2.179
H 1.030 0.355 -0.833
```

Its charge is 0. For the orbital gap (alpha / beta), the calculation gives 9.66 / 9.66 eV.

Record 4
Density functional theory data (wB97M-V/def2-TZVPD) for one molecule with the formula H2N2O3S.

XYZ file:
```
8
Properties=species:S:1:pos:R:3
N -1.201 -0.171 -0.091
N 1.466 -1.053 -0.328
O 2.300 -1.712 0.198
O -0.246 2.111 0.476
O 1.280 0.189 0.230
S -0.071 1.044 -0.460
H -1.864 -0.377 -0.821
H -1.664 -0.031 0.797
```

Its charge is 0. For the orbital gap, the calculation gives 10.57 eV.

Record 5
Density functional theory data (wB97M-V/def2-TZVPD) for a 2-piece molecular cluster, H2N2O3S2 overall.

XYZ file:
```
9
Properties=species:S:1:pos:R:3
N 1.522 -0.675 0.435
N -1.427 -0.076 0.064
O 0.650 1.198 -1.019
O 1.992 1.776 0.947
O -1.001 -2.382 -1.005
S 1.506 0.773 0.081
S -0.810 -1.570 0.214
H -1.279 0.672 -0.716
H -1.155 0.284 0.998
```

Its charge is 0. The multiplicity is 3. For the orbital gap (alpha / beta), the calculation gives 6.08 / 6.75 eV.

Record 6
Density functional theory data (wB97M-V/def2-TZVPD) for a 2-piece molecular cluster, H2N2O4P overall.

XYZ file:
```
9
Properties=species:S:1:pos:R:3
N -0.286 0.317 0.647
N 1.709 -0.332 -1.671
O 2.242 -0.740 -2.726
O -1.066 2.855 0.382
O 1.328 -1.211 -0.698
O 1.473 2.357 0.609
P 0.078 1.872 0.503
H -1.185 0.154 0.210
H 0.801 -0.563 0.015
```

Its charge is -1. For the orbital gap, the calculation gives 9.92 eV.

Record 7
Density functional theory data (wB97M-V/def2-TZVPD) for a 2-piece molecular cluster, H2N2O4S overall.

XYZ file:
```
9
Properties=species:S:1:pos:R:3
N -0.042 0.381 -0.318
N -2.164 -2.537 0.954
O -3.324 -2.426 1.222
O -1.297 -3.268 1.286
O -2.375 0.350 -1.616
O -0.544 -1.148 -2.247
S -1.247 -0.432 -1.236
H 0.802 0.131 -0.598
H -0.299 0.589 0.624
```

Its charge is 0. For the orbital gap (alpha / beta), the calculation gives 8.89 / 7.73 eV.

Record 8
Density functional theory data (wB97M-V/def2-TZVPD) for a 2-piece molecular cluster, H2N2P2 overall.

XYZ file:
```
6
Properties=species:S:1:pos:R:3
N 1.667 0.428 0.216
N -0.194 -0.604 0.050
P 1.368 -1.154 -0.144
P 0.130 1.044 -0.313
H -2.572 -1.292 -0.668
H -0.399 1.579 0.859
```

Its charge is 0. For the orbital gap (alpha / beta), the calculation gives 9.06 / 8.66 eV.

Energy above the lowest of the compared OMol25 structures with the same formula, charge and spin readings, ordered: 1.2239, 0.6398, 1.4295, 1.1682, 0.4912, 1.5408, 2.9614, 4.7996 eV